[1]
ORCA calculation (wB97M-V/def2-TZVPD) on an isolated ion of composition C7H16N3OSi and charge +1 in a non-equilibrium geometry.

Geometry as XYZ:
```
28
Properties=species:S:1:pos:R:3:forces:R:3:lowdin_charge:R:1
C -0.2014 1.7548 1.4295 -2.40 1.80 -1.57 0.02
N -0.0277 2.2933 0.0380 -0.38 0.39 1.05 -0.07
C -0.2206 3.7464 -0.1963 -0.59 -1.05 -0.71 0.01
C 0.0738 3.8113 -1.6779 0.19 -0.65 -2.30 -0.34
O 0.0872 4.6678 -2.5090 -0.17 0.13 1.18 0.16
N 0.3830 2.4420 -2.1033 -0.64 1.57 2.54 0.21
C 0.3793 1.6152 -1.0487 -0.01 -1.32 1.70 -0.33
N 0.7736 0.3047 -1.0399 -0.73 1.15 -0.72 0.07
Si 0.2585 -1.3206 -0.1593 -1.52 0.14 -0.02 0.62
C -1.5716 -1.6705 -0.6947 0.99 0.31 -1.67 -0.18
C 0.2105 -1.2855 1.7656 1.25 -1.09 0.98 -0.20
C 1.5341 -2.3894 -1.0099 1.19 2.46 -0.21 -0.18
H 0.1486 2.5715 2.0904 -0.29 -0.92 -0.02 0.12
H -1.2997 1.4097 1.6205 1.86 1.02 -0.27 0.14
H 0.3719 0.9033 1.3929 1.46 -1.47 0.81 -0.02
H 0.5065 4.3689 0.3329 -0.18 -0.16 0.19 0.15
H -1.2763 4.0365 0.0281 0.90 -0.01 -0.19 0.17
H 0.6664 2.2824 -3.0164 0.62 -0.54 -1.83 0.15
H 1.0990 0.1096 -2.0007 -0.09 -0.32 0.82 0.11
H -2.0138 -0.7510 -1.1816 0.30 -0.91 0.67 0.04
H -1.6011 -2.4749 -1.4987 0.04 0.89 1.02 0.05
H -2.1697 -1.9882 0.1494 -0.17 0.01 0.11 0.02
H 0.4907 -2.3629 2.1332 -0.50 1.86 -0.75 0.08
H 0.9121 -0.5981 2.2871 0.21 -0.78 -0.56 0.03
H -0.7133 -1.0078 2.3028 -0.13 -0.39 -0.90 0.04
H 1.3854 -2.3221 -2.1003 -0.29 -0.45 0.32 0.04
H 2.5068 -1.7988 -0.8947 -0.93 -1.03 0.18 0.06
H 1.6633 -3.3905 -0.6672 0.01 -0.66 0.14 0.03
```
Positions in Å, forces in eV/Å.

## Properties
* total charge: +1
* M: 186.3 g/mol
* frontier orbital gap: 10.99 eV
* SMILES string: CN1CC(=O)N/C1=[NH+]/[Si](C)(C)C
* ΔE to the lowest compared entry with this formula, charge and spin: 5.8 kcal per mole

---

[2]
ORCA calculation (wB97M-V/def2-TZVPD) on a 11-piece molecular cluster, C2H28N2O10 overall in a non-equilibrium geometry.

Geometry as XYZ:
```
42
Properties=species:S:1:pos:R:3:forces:R:3:lowdin_charge:R:1
C -2.4470 1.0810 -1.7377 0.43 0.95 -0.37 -0.13
N -1.0566 1.3127 -1.3364 0.53 -0.29 0.06 -0.13
C -0.2007 1.4462 -2.5199 0.30 -1.11 1.14 -0.28
N 0.2774 0.1208 -2.9142 0.53 -0.55 -0.37 0.02
H -3.1068 1.1007 -0.8835 -0.15 -0.78 0.42 0.07
H -2.8655 1.9279 -2.3286 0.41 -0.38 -0.16 0.08
H -2.4487 0.1645 -2.3634 -0.44 0.41 0.62 0.09
H -0.8271 2.0031 -0.6179 -0.74 -0.01 -0.71 0.05
H 0.7269 1.9813 -2.2485 -0.80 0.62 -0.14 0.11
H -0.8142 1.9234 -3.2997 0.70 0.01 -0.19 0.11
H 0.1290 -0.6941 -2.3171 -0.18 1.97 -0.45 0.02
H 0.2519 -0.1665 -3.8810 -0.24 0.28 0.07 0.08
O 0.0688 -0.7804 1.3961 -3.48 -1.75 -1.33 -0.14
H -0.4499 -0.2537 0.7623 0.81 1.25 -0.15 0.04
H -0.6817 -1.4823 1.2235 1.65 0.13 1.14 0.09
O 0.2006 3.2491 0.4976 -0.07 0.55 1.47 -0.05
H -0.1610 3.4271 1.3965 0.05 -0.37 -0.82 0.08
H 0.8135 3.9922 0.4195 0.09 -0.17 -0.41 0.06
O -0.2702 -1.9463 4.0799 0.95 0.45 -1.61 -0.07
H 0.1511 -2.6467 3.5601 -0.35 -0.74 0.64 0.04
H 0.0102 -1.2508 3.4336 -0.87 -0.04 1.16 -0.01
O 2.1152 0.4152 0.5576 0.30 1.39 0.32 -0.06
H 1.2979 0.8974 0.3753 -0.11 -0.23 -0.57 0.02
H 2.4088 0.9778 1.2931 0.48 -0.50 0.02 0.06
O -0.9979 1.4530 3.7750 -1.43 0.43 0.43 -0.04
H -0.6965 0.7999 4.4145 0.25 0.01 -0.13 0.04
H -0.3332 1.5137 3.1078 0.29 0.34 0.00 -0.03
O -0.8499 -2.4946 -2.3411 -1.49 -0.33 -0.85 -0.08
H -0.4079 -3.3024 -2.6116 0.13 -0.05 0.15 0.05
H -0.1532 -1.9457 -1.9831 0.32 -1.27 0.72 -0.05
O 1.1448 -2.3067 -0.7374 1.65 0.61 -0.41 -0.09
H 2.0574 -2.0751 -1.0878 -1.11 -0.49 0.24 0.05
H 0.9771 -1.5259 -0.1900 -0.04 -0.26 0.57 -0.01
O 1.3633 0.3737 3.3734 -0.27 0.89 -0.35 -0.09
H 0.6571 0.4932 2.6803 1.73 -1.33 0.75 0.00
H 1.7862 -0.4734 3.2029 -0.05 0.08 -0.33 0.06
O 3.2075 -0.7573 -1.6871 0.12 -0.10 0.38 -0.08
H 2.3743 -0.2570 -1.7539 0.39 0.02 -0.22 0.01
H 3.4768 -0.6384 -0.7571 -0.20 0.22 -0.61 0.04
O -2.1352 -2.0097 0.3666 -0.29 1.14 0.23 -0.04
H -2.3246 -1.0826 0.0925 -0.14 -1.13 -0.08 0.05
H -2.2681 -2.5641 -0.4113 0.34 0.15 -0.27 0.05
```
Positions in Å, forces in eV/Å.

## Properties
* total charge: 0
* M: 240.2 g/mol
* frontier orbital gap: 8.99 eV
* SMILES string: CNCN.O.O.O.O.O.O.O.O.O.O
* ΔE to the lowest compared entry with this formula, charge and spin: 27.4 kcal per mole